C6H12NO | ωB97M-V/def2-TZVPD

SMILES string   C=C(O)C[NH2+]C(=C)C
Relative energy (zero: lowest compared OMol25 entry of this formula, charge and spin)   45.3 kcal per mole
LUMO level   -3.229 eV
Gap between HOMO and LUMO   10.4 eV

```
! wB97M-V def2-TZVPD RIJCOSX def2/J DEFGRID3
* xyz 1 1
H 1.1625 -3.3304 -1.3515
H -1.5781 1.9846 -1.8340
H -1.4080 2.0974 1.5655
C 1.1985 -1.6414 -0.2247
C -1.7079 1.4652 0.6376
N 0.6001 0.7937 0.4504
O 2.2944 -0.9931 -0.8449
C 0.7162 -2.8340 -0.4251
H -0.2725 -0.9902 1.2366
H -2.1641 0.5246 1.0854
H 1.4926 0.9614 -0.1423
H -0.1837 -3.3100 0.0209
H 1.2769 -0.8401 1.7621
H 2.8073 -1.7736 -1.1847
C -0.6230 1.2611 -0.3037
H 0.7627 1.5675 1.0894
C -0.6614 1.6746 -1.5481
H -2.4986 2.0953 0.1787
C 0.6504 -0.6457 0.9311
H 0.1000 1.4573 -2.3425
*
```

Atom charges from the Löwdin analysis, given in e for atoms 1 to 4:
1 H 0.112
2 H 0.050
3 H 0.127
4 C -0.347

***

C4H34N2O14 | ωB97M-V/def2-TZVPD

Relative energy (zero: lowest compared OMol25 entry of this formula, charge and spin)   100.4 kcal per mole
LUMO level   0.096 eV
Gap between HOMO and LUMO   9.3 eV

```
! wB97M-V def2-TZVPD RIJCOSX def2/J DEFGRID3
* xyz 0 1
H 4.3510 0.3909 1.6168
H -1.4573 -1.4225 -1.6148
H -2.9483 2.4224 2.0407
C -2.6357 -0.9205 0.2063
O -2.5685 0.2806 -3.2318
H 0.6297 -2.0800 -1.7307
H -3.6859 -2.7406 0.5106
H -0.4228 3.6562 1.9171
H -0.1497 -4.6102 -2.6223
H 2.6929 0.0253 -4.5549
H -2.9676 1.8320 -0.2054
H 1.5736 -0.8552 2.9233
C -3.9375 -1.7122 0.3048
C -1.4776 -1.3738 1.1110
H 2.1998 -0.2294 -1.2557
O -2.6546 2.5739 0.3241
O 0.5541 -1.1408 -1.9236
H 1.0624 -1.2246 -2.8337
H -3.1962 0.7220 -3.8217
H -2.7211 2.7485 3.5677
H 3.0838 1.0269 -0.7994
O -3.6667 0.9126 -1.4226
N -0.5004 -0.3456 1.2201
C -2.8839 0.1516 -1.9468
O 2.3758 -0.2313 -3.6248
O -2.6326 2.0388 2.9530
H 2.1284 -1.6107 1.6394
H 1.8558 2.1066 -0.0915
O 3.1620 0.1089 -1.2022
O 0.4938 -3.9251 -2.8501
H 0.1393 -0.1839 0.3470
H -0.9501 -2.3260 0.7534
O 2.7135 -2.9104 -0.7582
H 1.9412 3.1161 2.7613
H 3.3772 0.0109 2.6443
N -2.2738 -0.8843 -1.2109
H -2.8251 0.3069 0.5318
H -1.0788 2.7465 2.7900
O 2.6866 2.4641 -0.5036
O 4.0321 0.7516 2.4640
O -0.2335 3.2405 2.7129
H 3.0550 -0.0285 -2.9808
H -0.8108 0.6160 1.3938
H -2.9400 3.3376 -0.1392
O 2.2538 -1.2382 2.4248
H 2.4163 -2.6857 -1.6464
H 3.3709 -2.3891 -0.5399
H -1.8677 -1.8276 2.1604
H -4.4709 -1.4929 -0.5945
H 1.3357 -4.4270 -2.7569
H -4.6375 -1.4459 1.0976
H 3.2942 2.3993 2.2972
H 3.1105 3.2205 0.0545
O 2.7053 3.0550 2.0943
*
```

Atom charges from the Löwdin analysis, given in e for atoms 1 to 4:
1 H 0.049
2 H 0.140
3 H 0.064
4 C -0.362